{
  "formula": "C20H46F9N3O9SSi2",
  "method": "ωB97M-V/def2-TZVPD",
  "lumo_energy_ev": -0.0366,
  "e_homo_ev": -9.669,
  "largest_force_ev_per_a": 2.81,
  "species": ["C", "C", "N", "Si", "C", "C", "N", "O", "Si", "O", "C", "C", "N", "S", "O", "O", "C", "F", "F", "C", "F", "F", "C", "F", "F", "C", "F", "F", "F", "H", "H", "H", "H", "H", "H", "H", "H", "H", "H", "H", "H", "H", "H", "H", "H", "C", "C", "O", "H", "H", "H", "H", "H", "H", "C", "C", "O", "H", "H", "H", "H", "H", "H", "C", "C", "O", "H", "H", "H", "H", "H", "H", "C", "C", "O", "H", "H", "H", "H", "H", "H", "C", "C", "O", "H", "H", "H", "H", "H", "H"],
  "positions_angstrom": [[-0.816, -2.577, 5.710], [-1.938, -2.817, 4.663], [-1.314, -2.973, 3.317], [-2.115, -2.054, 2.092], [-1.751, -2.865, 0.426], [-0.565, -3.791, 0.428], [0.507, -3.533, 1.003], [-3.747, -2.139, 2.436], [-4.813, -1.515, 1.286], [-5.026, -2.511, -0.037], [-6.507, -1.271, 2.074], [-7.458, -0.837, 0.979], [-7.947, 0.309, 0.894], [-1.326, -0.004, 2.347], [-1.107, 0.123, 3.760], [-2.285, 0.981, 1.935], [0.350, 0.308, 1.590], [0.808, 1.411, 2.102], [1.129, -0.659, 2.014], [0.473, 0.328, 0.032], [1.591, 1.008, -0.242], [0.679, -0.893, -0.405], [-0.634, 1.046, -0.751], [-0.784, 2.218, -0.174], [-1.755, 0.372, -0.792], [-0.201, 1.354, -2.250], [-1.276, 1.238, -3.003], [0.203, 2.575, -2.370], [0.670, 0.500, -2.713], [-0.488, -3.496, 6.182], [0.008, -2.113, 5.177], [-1.160, -1.849, 6.437], [-2.593, -1.956, 4.726], [-2.458, -3.727, 4.944], [-1.342, -3.956, 3.071], [-1.658, -2.181, -0.418], [-2.605, -3.497, 0.197], [-0.666, -4.750, -0.082], [1.178, -4.287, 0.878], [-4.391, -0.195, 0.795], [-5.056, -3.431, 0.265], [-6.485, -0.547, 2.886], [-6.898, -2.222, 2.445], [-7.673, -1.605, 0.249], [-7.589, 0.858, 1.678], [2.469, 4.456, -0.848], [2.860, 5.053, 0.492], [1.718, 5.543, 1.189], [1.963, 5.200, -1.465], [3.347, 4.091, -1.384], [1.772, 3.628, -0.711], [3.538, 5.894, 0.354], [3.361, 4.305, 1.115], [1.118, 4.802, 1.327], [3.966, -3.266, -1.232], [3.207, -3.785, -2.439], [1.805, -3.840, -2.179], [3.786, -3.904, -0.365], [5.039, -3.235, -1.427], [3.631, -2.261, -0.968], [3.528, -4.796, -2.688], [3.383, -3.144, -3.309], [1.513, -2.947, -1.967], [-11.182, -4.735, 0.583], [-10.332, -3.479, 0.525], [-9.043, -3.704, 1.097], [-11.299, -5.067, 1.615], [-12.171, -4.558, 0.157], [-10.707, -5.550, 0.033], [-10.798, -2.675, 1.091], [-10.209, -3.146, -0.510], [-8.619, -4.408, 0.594], [4.672, 2.692, -3.942], [5.542, 3.932, -3.854], [6.712, 3.666, -3.082], [4.384, 2.359, -2.944], [3.769, 2.888, -4.522], [5.217, 1.870, -4.412], [5.003, 4.744, -3.368], [5.843, 4.270, -4.852], [7.194, 2.955, -3.518], [9.469, 5.547, -2.852], [10.192, 5.797, -1.542], [11.608, 5.747, -1.713], [9.746, 4.575, -3.261], [8.389, 5.573, -2.714], [9.747, 6.300, -3.595], [9.931, 5.034, -0.810], [9.919, 6.775, -1.132], [11.849, 6.427, -2.351]],
  "mulliken_charge": [-1.159, -0.394, -0.328, -0.149, -0.002, -0.968, -0.210, 0.075, 0.235, -0.535, -0.639, -0.035, -0.750, 1.408, -0.710, -0.636, 0.219, -0.226, -0.226, 0.726, -0.275, -0.263, 0.555, -0.247, -0.222, 0.562, -0.293, -0.216, -0.240, 0.348, 0.258, 0.315, 0.189, 0.525, 0.305, 0.300, 0.439, 0.454, 0.216, -0.120, 0.299, 0.500, 0.202, 0.442, 0.251, 0.007, -0.418, -0.517, 0.331, -0.032, -0.279, 0.334, 0.256, 0.296, -0.844, -0.251, -0.486, 0.210, 0.362, 0.194, 0.291, 0.264, 0.254, -1.141, -0.211, -0.449, 0.286, 0.351, 0.338, 0.299, 0.284, 0.260, -1.029, -0.317, -0.483, 0.220, 0.307, 0.433, 0.284, 0.335, 0.280, -0.777, -0.306, -0.522, 0.213, 0.186, 0.374, 0.280, 0.257, 0.294]
}

{
  "formula": "C20H46FN2O3S",
  "method": "ωB97M-V/def2-TZVPD",
  "total_charge": 1,
  "lumo_energy_ev": -3.2886,
  "relative_energy_kcal_mol": 20.17,
  "e_homo_ev": -9.629,
  "largest_force_ev_per_a": 2.75,
  "species": ["C", "C", "C", "C", "C", "C", "C", "C", "C", "C", "C", "N", "C", "O", "C", "C", "S", "O", "O", "F", "H", "H", "H", "H", "H", "H", "H", "H", "H", "H", "H", "H", "H", "H", "H", "H", "H", "H", "H", "H", "H", "H", "H", "H", "H", "H", "H", "H", "H", "H", "H", "C", "C", "N", "C", "C", "C", "C", "H", "H", "H", "H", "H", "H", "H", "H", "H", "H", "H", "H", "H", "H", "H"],
  "positions_angstrom": [[2.712, 0.497, 2.178], [1.361, 0.738, 2.881], [0.391, 1.394, 1.854], [-1.054, 1.274, 2.362], [-2.159, 1.793, 1.391], [-1.719, 2.103, -0.053], [-1.184, 3.539, -0.290], [-0.259, 3.588, -1.537], [1.168, 3.114, -1.104], [2.294, 3.784, -1.917], [2.436, 3.319, -3.367], [3.019, 1.940, -3.569], [3.252, 1.757, -5.062], [2.298, 0.897, -2.994], [1.120, 0.525, -3.746], [0.208, -0.230, -2.747], [4.652, 1.842, -2.823], [5.339, 3.040, -3.055], [4.443, 1.444, -1.504], [5.296, 0.654, -3.567], [2.983, 1.358, 1.553], [3.532, 0.344, 2.886], [2.658, -0.374, 1.514], [1.512, 1.484, 3.667], [0.954, -0.204, 3.255], [0.649, 2.457, 1.836], [0.565, 0.885, 0.902], [-1.232, 0.242, 2.684], [-1.114, 1.867, 3.285], [-2.897, 0.984, 1.310], [-2.719, 2.640, 1.798], [-2.620, 2.009, -0.676], [-0.995, 1.393, -0.461], [-2.041, 4.185, -0.522], [-0.703, 3.971, 0.592], [-0.139, 4.644, -1.809], [-0.658, 2.982, -2.358], [1.282, 3.477, -0.080], [1.240, 2.027, -1.045], [2.042, 4.849, -1.973], [3.219, 3.724, -1.337], [3.141, 4.005, -3.852], [1.510, 3.419, -3.940], [2.448, 2.210, -5.635], [4.206, 2.243, -5.290], [3.399, 0.704, -5.301], [0.545, 1.376, -4.121], [1.341, -0.185, -4.546], [-0.597, 0.392, -2.364], [-0.191, -1.110, -3.257], [0.838, -0.621, -1.940], [-3.918, -6.348, 2.613], [-3.415, -5.178, 1.781], [-3.245, -3.955, 2.546], [-3.038, -2.784, 1.717], [-1.765, -2.722, 0.863], [-2.391, -4.053, 3.719], [-0.945, -4.521, 3.519], [-4.844, -6.093, 3.130], [-4.118, -7.203, 1.965], [-3.185, -6.671, 3.353], [-4.154, -4.992, 0.997], [-2.487, -5.480, 1.271], [-3.084, -1.890, 2.347], [-3.898, -2.697, 1.044], [-0.885, -2.505, 1.470], [-1.854, -1.911, 0.133], [-1.591, -3.643, 0.307], [-2.870, -4.731, 4.430], [-2.385, -3.087, 4.232], [-0.873, -5.379, 2.850], [-0.522, -4.822, 4.480], [-0.309, -3.726, 3.130]],
  "mulliken_charge": [-1.130, -0.565, 0.501, -0.674, -0.970, 0.326, -1.163, -0.580, 0.166, -1.197, -1.024, 0.449, -0.946, -0.366, -0.073, -1.176, 1.077, -0.504, -0.392, -0.158, 0.181, 0.437, 0.260, 0.357, 0.335, 0.091, -0.138, 0.244, 0.235, 0.255, 0.372, 0.566, -0.568, 0.433, 0.464, 0.521, 0.185, 0.406, -0.014, 0.555, 0.316, 0.507, 0.559, 0.427, 0.407, 0.363, 0.185, 0.554, 0.186, 0.496, 0.232, -1.431, -0.293, 0.165, -0.906, -0.668, -0.681, -0.875, 0.334, 0.433, 0.299, 0.434, 0.250, 0.361, 0.385, 0.041, 0.262, 0.380, 0.369, 0.329, 0.242, 0.383, 0.173]
}

{
  "formula": "C20H46HfOP4Se",
  "method": "ωB97M-V/def2-TZVPD",
  "total_charge": 4,
  "lumo_energy_ev": [-16.0832, -16.2372],
  "relative_energy_kcal_mol": 17.56,
  "e_homo_ev": [-18.743, -18.215],
  "largest_force_ev_per_a": 2.64,
  "species": ["Hf", "P", "P", "P", "H", "C", "C", "H", "C", "C", "C", "C", "C", "C", "C", "C", "C", "H", "H", "H", "H", "H", "H", "H", "H", "H", "H", "H", "H", "H", "H", "H", "H", "H", "H", "H", "H", "H", "H", "H", "H", "H", "H", "H", "H", "H", "C", "C", "C", "C", "C", "C", "Se", "H", "H", "H", "H", "H", "H", "C", "P", "C", "C", "O", "H", "H", "H", "H", "H", "H", "H", "H", "H"],
  "positions_angstrom": [[0.425, -0.272, 0.923], [-0.938, -2.466, 1.537], [2.276, -0.652, 2.768], [1.880, -1.843, -0.675], [-2.781, 4.501, -6.661], [-2.737, 3.557, -7.216], [-3.826, 2.788, -7.374], [-4.798, 3.074, -6.955], [-2.425, -2.083, 2.528], [-0.175, -3.814, 2.499], [-1.664, -3.273, 0.060], [3.558, 0.647, 2.753], [1.514, -0.404, 4.408], [3.228, -2.191, 2.963], [1.130, -1.802, -2.348], [2.138, -3.633, -0.399], [3.582, -1.269, -1.014], [-1.780, 3.293, -7.683], [-3.794, 1.862, -7.960], [-3.011, -1.287, 2.052], [-2.124, -1.737, 3.524], [-3.054, -2.977, 2.632], [0.138, -3.428, 3.479], [0.712, -4.201, 1.983], [-0.899, -4.627, 2.643], [-2.259, -2.524, -0.479], [-2.306, -4.112, 0.363], [-0.883, -3.632, -0.624], [4.171, 0.583, 3.662], [3.080, 1.633, 2.698], [4.193, 0.538, 1.865], [2.250, -0.592, 5.201], [0.656, -1.079, 4.530], [1.137, 0.624, 4.485], [3.896, -2.099, 3.830], [3.826, -2.387, 2.064], [2.549, -3.040, 3.116], [1.608, -2.549, -2.998], [1.244, -0.801, -2.784], [0.056, -2.008, -2.272], [2.793, -4.029, -1.189], [1.187, -4.178, -0.416], [2.615, -3.802, 0.575], [4.120, -2.027, -1.602], [4.122, -1.093, -0.075], [3.547, -0.321, -1.563], [0.869, 2.146, -2.013], [-0.408, 1.683, -2.374], [-0.995, 2.071, -3.574], [-0.297, 2.899, -4.461], [1.008, 3.314, -4.149], [1.599, 2.922, -2.948], [1.599, 1.833, -0.286], [-0.894, -0.313, -0.259], [-0.945, 1.022, -1.696], [-2.006, 1.728, -3.815], [-0.774, 3.211, -5.391], [1.560, 3.949, -4.846], [2.616, 3.223, -2.699], [-1.238, 3.508, 2.336], [-1.893, 1.852, 2.261], [-2.841, 1.595, 0.759], [-2.863, 1.432, 3.698], [-0.676, 0.862, 2.210], [-0.564, 3.683, 1.485], [-0.670, 3.639, 3.267], [-2.057, 4.236, 2.313], [-3.791, 2.147, 0.802], [-2.258, 1.927, -0.111], [-3.054, 0.525, 0.619], [-3.196, 0.386, 3.655], [-2.257, 1.573, 4.603], [-3.746, 2.081, 3.763]],
  "mulliken_charge": [0.054, 0.696, 0.954, 0.856, 0.328, -0.509, -0.355, 0.268, -1.258, -1.226, -1.141, -1.321, -1.187, -1.228, -1.170, -1.355, -1.068, 0.307, 0.267, 0.290, 0.289, 0.619, 0.400, 0.304, 0.543, 0.335, 0.514, 0.263, 0.493, 0.392, 0.343, 0.534, 0.325, 0.338, 0.544, 0.347, 0.320, 0.515, 0.310, 0.299, 0.575, 0.380, 0.300, 0.496, 0.303, 0.338, 0.740, -0.081, -0.903, 0.125, -0.852, -0.507, 0.233, 0.040, 0.354, 0.483, 0.206, 0.460, 0.533, -1.008, 1.000, -0.740, -1.053, -0.702, 0.282, 0.374, 0.463, 0.516, 0.070, 0.240, 0.269, 0.378, 0.461]
}

{
  "formula": "C20H46IrO3P4S",
  "method": "ωB97M-V/def2-TZVPD",
  "spin_multiplicity": 6,
  "total_charge": 4,
  "lumo_energy_ev": [-11.5357, -15.9602],
  "s_squared": 8.773,
  "e_homo_ev": [-17.956, -21.041],
  "largest_force_ev_per_a": 5.38,
  "species": ["Ir", "P", "P", "P", "H", "C", "C", "H", "C", "C", "C", "C", "C", "C", "C", "C", "C", "H", "H", "H", "H", "H", "H", "H", "H", "H", "H", "H", "H", "H", "H", "H", "H", "H", "H", "H", "H", "H", "H", "H", "H", "H", "H", "H", "H", "H", "C", "C", "C", "C", "C", "C", "S", "H", "H", "H", "H", "H", "H", "C", "O", "P", "O", "C", "O", "C", "H", "H", "H", "H", "H", "H", "H", "H", "H"],
  "positions_angstrom": [[0.497, 0.438, 0.478], [-0.513, 2.119, 1.484], [-2.874, -0.484, -0.424], [2.493, 1.424, 0.254], [0.648, -1.534, -6.387], [1.609, -1.632, -5.851], [1.835, -2.606, -4.958], [1.046, -3.326, -4.691], [-1.018, 3.490, 0.413], [-2.037, 1.850, 2.453], [0.467, 2.904, 2.823], [-3.327, -1.793, -1.577], [-3.365, -0.975, 1.230], [-3.475, 1.142, -0.898], [3.516, 0.567, -0.969], [3.461, 1.446, 1.798], [2.386, 3.158, -0.295], [2.412, -0.986, -6.230], [2.847, -2.855, -4.633], [-1.466, 4.269, 1.046], [-1.769, 3.160, -0.313], [-0.152, 3.914, -0.107], [-2.270, 2.788, 2.978], [-1.853, 1.072, 3.202], [-2.902, 1.592, 1.836], [-0.170, 3.677, 3.279], [1.379, 3.387, 2.462], [0.706, 2.157, 3.592], [-4.423, -1.919, -1.616], [-2.855, -2.727, -1.262], [-2.925, -1.536, -2.566], [-4.356, -0.533, 1.416], [-2.619, -0.596, 1.944], [-3.348, -2.071, 1.268], [-4.423, 0.975, -1.437], [-2.756, 1.652, -1.567], [-3.672, 1.793, -0.031], [4.418, 1.177, -1.072], [3.013, 0.477, -1.944], [3.762, -0.436, -0.601], [4.333, 2.091, 1.637], [3.779, 0.425, 2.048], [2.849, 1.848, 2.615], [3.382, 3.441, -0.657], [2.091, 3.811, 0.534], [1.657, 3.244, -1.112], [0.253, -0.928, -2.468], [0.284, 0.372, -2.936], [-0.484, 0.698, -4.056], [-1.156, -0.310, -4.769], [-1.091, -1.634, -4.326], [-0.361, -1.958, -3.199], [0.954, -1.395, -0.952], [-1.448, -0.608, -0.341], [0.834, 1.118, -2.370], [-0.534, 1.740, -4.354], [-1.642, -0.030, -5.703], [-1.530, -2.418, -4.915], [-0.188, -2.985, -2.901], [-0.559, -1.137, 4.758], [-0.316, -0.411, 3.547], [0.381, -1.004, 2.185], [1.750, -1.634, 2.699], [2.527, -1.331, 3.923], [-0.554, -2.317, 1.828], [0.038, -3.632, 1.724], [0.217, -0.920, 5.501], [-0.611, -2.233, 4.611], [-1.519, -0.791, 5.157], [2.464, -0.269, 4.196], [2.172, -1.955, 4.771], [3.568, -1.598, 3.689], [0.611, -3.708, 0.787], [0.680, -3.821, 2.600], [-0.757, -4.379, 1.724]],
  "mulliken_spin": [2.069, 0.096, -0.057, 0.174, 0.042, 0.367, 0.407, 0.045, 0.077, 0.063, 0.025, 0.016, 0.036, 0.021, 0.063, 0.057, 0.035, 0.011, 0.021, 0.010, -0.021, -0.008, 0.006, -0.007, -0.017, 0.005, 0.000, 0.001, 0.007, -0.003, -0.002, 0.003, -0.018, 0.000, 0.001, -0.002, 0.000, 0.009, -0.012, -0.007, 0.016, -0.006, -0.007, 0.009, -0.003, -0.003, -0.061, 0.188, -0.010, 0.132, 0.050, 0.164, 0.657, 0.127, -0.016, 0.001, -0.003, -0.009, -0.008, 0.008, 0.007, 0.177, 0.029, 0.011, 0.021, 0.017, 0.001, 0.000, 0.001, -0.005, 0.002, 0.001, -0.005, 0.001, 0.003]
}